Entry from the Open Molecules 2025 dataset: a 6-piece molecular cluster, C23H50BINO11S6 overall (the ωB97M-V functional and the def2-TZVPD basis).

Values from the calculation:
Charge: +1
2S+1: 1
E_HOMO (eV): -11.4776
Kohn-Sham gap (Ha): 0.296

Each line ends with the Mulliken charge.
Element x y z (Å)
N1 -1.099 0.516 1.795  -0.459
B1 -1.060 0.859 0.370  0.471
O1 0.038 0.520 -0.438  -0.515
S1 -2.478 1.816 -0.421  -0.022
C1 -3.955 0.704 -0.656  -0.245
C2 -4.691 0.397 0.694  -0.500
C3 -6.214 0.755 0.519  -1.033
I1 -6.571 2.833 0.985  0.025
H1 -1.434 -0.447 1.854  0.307
H2 -1.805 1.103 2.240  0.273
H3 -0.352 0.153 -1.238  0.275
H4 -2.051 2.050 -1.711  0.255
H5 -4.639 1.286 -1.303  0.473
H6 -3.696 -0.210 -1.240  0.110
H7 -4.671 -0.698 0.828  0.176
H8 -4.251 0.911 1.563  0.542
H9 -6.811 0.072 1.144  0.498
H10 -6.481 0.524 -0.520  0.387
C4 -6.802 -3.936 -3.023  -0.226
C5 -5.380 -4.188 -3.538  -0.521
C6 -4.522 -2.988 -3.119  -1.009
S2 -5.269 -2.340 -1.627  1.307
O2 -5.777 -1.013 -1.909  -0.707
O3 -4.394 -2.596 -0.501  -0.748
C7 -6.642 -3.475 -1.579  -0.935
H11 -7.422 -4.826 -3.089  0.079
H12 -7.275 -3.149 -3.618  0.289
H13 -4.986 -5.099 -3.084  0.307
H14 -5.361 -4.326 -4.614  0.473
H15 -3.495 -3.278 -2.907  0.437
H16 -4.538 -2.200 -3.872  0.417
H17 -7.524 -2.970 -1.186  0.452
H18 -6.363 -4.306 -0.929  0.397
C8 3.835 1.741 0.176  -0.785
C9 3.143 0.394 0.411  -0.319
C10 4.198 -0.703 0.221  -0.793
S3 5.774 0.044 0.640  1.227
O4 6.591 0.093 -0.550  -0.678
O5 6.261 -0.526 1.875  -0.680
C11 5.138 1.679 0.962  -0.426
H19 3.215 2.578 0.498  0.319
H20 4.046 1.867 -0.889  0.360
H21 2.754 0.358 1.432  0.313
H22 2.301 0.252 -0.265  0.090
H23 4.021 -1.555 0.874  0.364
H24 4.250 -1.035 -0.815  0.387
H25 5.864 2.426 0.649  0.406
H26 4.956 1.760 2.033  0.244
C12 10.130 2.413 3.444  -0.684
C13 9.382 1.888 4.673  -0.600
C14 8.335 2.940 5.056  -0.775
S4 7.908 3.794 3.540  1.244
O6 8.338 5.169 3.647  -0.719
O7 6.557 3.452 3.155  -0.552
C15 9.055 2.918 2.489  -0.572
H27 10.743 1.640 2.982  0.364
H28 10.788 3.236 3.735  0.308
H29 8.885 0.948 4.423  0.289
H30 10.059 1.689 5.504  0.334
H31 7.439 2.486 5.475  0.374
H32 8.738 3.675 5.752  0.389
H33 9.439 3.589 1.723  0.435
H34 8.517 2.089 2.028  0.200
C16 3.444 8.197 3.385  -0.566
C17 4.843 7.676 3.729  -0.785
C18 5.065 6.392 2.923  -0.198
S5 4.063 6.548 1.447  1.195
O8 3.024 5.541 1.482  -0.647
O9 4.920 6.715 0.297  -0.697
C19 3.337 8.126 1.866  -0.760
H35 3.289 9.213 3.749  0.366
H36 2.687 7.555 3.843  0.273
H37 5.589 8.422 3.446  0.320
H38 4.954 7.492 4.798  0.331
H39 6.107 6.269 2.638  0.125
H40 4.725 5.513 3.467  0.292
H41 2.312 8.168 1.502  0.388
H42 3.936 8.903 1.391  0.335
C20 -8.767 -8.606 -5.329  -0.603
C21 -7.594 -9.553 -5.055  -0.619
C22 -6.354 -8.687 -4.808  -0.759
S6 -6.953 -7.135 -4.146  1.211
O10 -6.667 -6.086 -5.099  -0.664
O11 -6.577 -7.029 -2.753  -0.695
C23 -8.691 -7.531 -4.251  -0.773
H43 -9.723 -9.128 -5.305  0.371
H44 -8.655 -8.153 -6.317  0.295
H45 -7.809 -10.151 -4.167  0.302
H46 -7.432 -10.243 -5.882  0.331
H47 -5.677 -9.145 -4.089  0.371
H48 -5.823 -8.473 -5.735  0.379
H49 -9.260 -6.635 -4.494  0.396
H50 -9.001 -7.922 -3.281  0.393

Atoms 1-6, force components in eV/Å:
N -1.3016 1.0332 -2.2431
B 2.6373 -1.4545 0.7896
O -2.5025 0.0804 1.1987
S -0.7555 0.7560 -0.7291
C -0.4836 -0.3872 -0.1715
C -0.7147 -0.1618 -0.7821

***

Entry from the Open Molecules 2025 dataset: C23H50GdN2O2P3 as an isolated structure (the ωB97M-V functional and the def2-TZVPD basis).

Values from the calculation:
Energy relative to the best compared isomer or geometry (same formula, charge and spin) (eV): 0.0000
Expectation value of S²: 16.206
Charge: +2
2S+1: 8
E_HOMO (alpha / beta) (eV): -12.0770 / -11.5064
Kohn-Sham gap (alpha / beta) (Ha): 0.187 / 0.161

Each line ends with the Löwdin spin population.
Element x y z (Å)
Gd1 -0.955 0.879 -0.989  6.753
P1 -2.502 1.693 1.122  0.089
C1 -2.832 3.255 0.332  0.142
C2 -1.823 3.986 -0.359  0.007
N1 -0.633 3.341 -0.749  0.013
C3 0.402 4.121 -1.153  -0.006
C4 0.418 5.507 -1.040  0.028
C5 -0.759 6.160 -0.689  -0.006
C6 -1.888 5.393 -0.461  0.029
C7 1.711 3.473 -1.605  -0.001
P2 1.660 1.829 -2.412  -0.020
H1 -2.861 5.831 -0.231  0.001
H2 1.343 6.026 -1.252  0.002
H3 -0.785 7.225 -0.681  -0.001
H4 2.231 4.109 -2.349  0.000
H5 2.374 3.357 -0.743  0.000
H6 -4.017 1.112 -3.311  0.000
H7 -3.892 3.540 0.141  0.007
H8 -0.673 -0.404 -6.382  0.000
O1 -3.567 0.803 -2.487  -0.017
H9 -4.117 -0.041 -2.227  0.000
H10 0.987 1.032 -1.252  -0.013
O2 -0.743 -0.929 -5.537  -0.001
H11 -1.365 -0.375 -5.042  0.000
C8 1.369 2.209 -4.204  0.002
H12 2.157 2.928 -4.517  0.001
H13 1.463 1.280 -4.802  0.000
H14 0.370 2.676 -4.317  -0.001
C9 3.377 1.150 -2.442  -0.007
H15 3.320 0.102 -2.777  0.000
H16 3.993 1.704 -3.163  -0.001
H17 3.863 1.224 -1.458  0.000
C10 -2.268 2.457 2.784  0.040
H18 -3.187 2.949 3.134  0.002
H19 -1.943 1.741 3.542  0.000
H20 -1.502 3.240 2.709  0.001
C11 -4.160 0.941 1.231  0.008
H21 -4.107 -0.059 1.663  0.001
H22 -4.870 1.497 1.842  0.002
H23 -4.595 0.827 0.239  0.000
C12 0.903 0.161 2.696  0.001
C13 1.589 -1.106 2.151  -0.001
C14 2.914 -0.663 1.512  0.000
C15 1.877 -2.077 3.309  0.000
P3 0.503 -1.924 0.853  -0.005
N2 -0.069 -0.720 -0.063  -0.046
C16 1.463 -3.117 -0.241  -0.001
C17 2.325 -4.077 0.602  0.000
C18 0.489 -3.933 -1.111  0.000
C19 2.375 -2.339 -1.206  0.000
C20 -1.006 -2.755 1.609  -0.001
C21 -2.112 -2.890 0.545  0.000
C22 -0.651 -4.145 2.162  0.000
C23 -1.575 -1.895 2.748  0.001
H24 1.631 0.733 3.289  0.000
H25 0.052 -0.054 3.348  0.000
H26 0.558 0.808 1.881  0.001
H27 3.461 -0.044 2.238  0.000
H28 3.569 -1.502 1.258  0.000
H29 2.748 -0.041 0.622  0.000
H30 0.978 -2.345 3.877  0.000
H31 2.364 -3.000 2.971  0.000
H32 2.568 -1.575 4.003  0.000
H33 1.735 -4.628 1.345  0.000
H34 2.765 -4.816 -0.086  0.000
H35 3.154 -3.565 1.107  0.000
H36 -0.177 -3.272 -1.682  0.000
H37 1.082 -4.514 -1.836  0.000
H38 -0.104 -4.653 -0.536  0.000
H39 1.815 -1.550 -1.724  0.000
H40 3.243 -1.890 -0.713  0.000
H41 2.759 -3.040 -1.963  0.000
H42 -1.840 -3.570 -0.266  0.000
H43 -3.013 -3.294 1.033  0.000
H44 -2.355 -1.912 0.106  -0.001
H45 0.164 -4.106 2.897  0.000
H46 -1.546 -4.528 2.676  0.000
H47 -0.391 -4.862 1.374  0.000
H48 -0.916 -1.858 3.623  0.000
H49 -1.805 -0.874 2.407  0.001
H50 -2.520 -2.355 3.077  0.000

Atoms 1-6, force components in eV/Å:
Gd -3.4114 -0.7101 -0.0348
P -1.4756 2.1727 0.7629
C -0.3526 -0.2654 -2.0242
C 0.8157 -0.9270 0.8370
N -0.0934 0.4799 -0.0118
C 0.3032 0.7234 0.4306